Entry 1:
24
Properties=species:S:1:pos:R:3:mulliken_charge:R:1 method="wB97M-V/def2-TZVPD" e_above_lowest_kj_mol=0.0 e_tot_ev=-25365.227 orbital_gap_ev=9.6 smiles="CCn1c(=O)sn(C(C)C)c1=O" homo_energy_ev=-8.96
C 3.043 -1.154 0.716 -0.980
C 2.594 -0.607 -0.636 -0.673
N 1.473 0.327 -0.512 0.012
C 1.673 1.656 -0.221 0.581
O 2.714 2.245 -0.136 -0.548
S 0.056 2.395 -0.024 -0.108
N -0.724 0.889 -0.314 0.015
C -2.145 0.698 0.019 0.292
C -2.274 -0.020 1.357 -1.302
C -2.872 -0.056 -1.088 -1.381
C 0.153 -0.159 -0.464 0.560
O -0.113 -1.347 -0.559 -0.614
H 2.231 -1.709 1.194 0.293
H 3.917 -1.811 0.606 0.347
H 3.346 -0.299 1.357 0.276
H 3.390 -0.063 -1.162 0.388
H 2.237 -1.407 -1.284 0.337
H -2.541 1.708 0.108 0.383
H -1.755 -1.004 1.336 0.297
H -3.324 -0.181 1.593 0.436
H -1.853 0.575 2.188 0.312
H -3.962 -0.012 -0.877 0.412
H -2.552 -1.089 -1.140 0.295
H -2.712 0.427 -2.057 0.371

Entry 2:
25
Properties=species:S:1:pos:R:3:mulliken_charge:R:1 method="wB97M-V/def2-TZVPD" e_above_lowest_kj_mol=598.9 e_tot_ev=-36193.059 orbital_gap_ev="6.1 / 6.9" homo_energy_ev="-7.22 / -7.26"
C -1.842 0.342 1.746 -0.992
C -1.790 -0.986 1.459 0.046
C 3.987 -1.605 -0.629 0.710
C -1.165 2.001 0.235 0.106
C 0.345 -2.152 -1.244 -1.281
C 0.894 3.310 -0.557 -0.596
C -0.183 -1.109 -0.317 0.205
N -0.848 1.330 1.283 0.073
N -1.206 -1.768 0.490 -0.288
O 3.544 -1.716 0.415 -0.339
O 4.305 -1.528 -1.727 -0.363
S -2.666 1.940 -0.491 -0.130
S 0.533 1.644 2.153 -0.419
H -2.515 0.679 2.500 0.458
H -2.390 -1.723 2.013 0.356
H 0.867 -3.075 -0.728 0.343
H -0.409 -2.448 -1.907 0.469
H 1.282 -1.610 -1.676 0.136
H 1.300 2.634 0.248 0.204
H 0.585 4.367 -0.320 0.288
H -0.623 -0.178 -0.840 0.013
H 0.598 -0.752 0.352 0.232
H -0.941 -2.786 0.664 0.308
H -2.236 2.333 -1.690 0.146
H 0.574 2.858 -1.432 0.317

Entry 3:
24
Properties=species:S:1:pos:R:3:mulliken_charge:R:1 method="wB97M-V/def2-TZVPD" e_above_lowest_kj_mol=738.1 e_tot_ev=-16569.206 orbital_gap_ev="6.3 / 8.3" homo_energy_ev="-8.01 / -9.22"
C 1.735 -0.425 -0.074 0.715
C 0.637 2.655 -0.240 -0.549
C -0.268 1.788 0.698 -0.424
C 1.893 1.831 -0.429 -0.697
C -0.867 0.661 0.060 0.137
C 1.591 -2.761 0.230 -0.727
C -3.602 -1.393 -0.510 -0.656
N 1.579 0.565 -0.988 -0.408
N -1.888 -0.019 0.170 -0.304
O 1.952 -0.313 1.128 -0.648
O 1.732 -1.663 -0.672 -0.386
O -2.221 -1.204 -0.481 -0.074
H 0.197 2.785 -1.124 0.418
H 0.717 3.595 0.415 0.288
H 0.234 1.255 1.440 0.319
H -1.156 2.283 1.176 0.379
H 2.538 2.266 -1.075 0.569
H 2.483 1.811 0.496 0.322
H 2.556 -3.240 0.133 0.299
H 0.589 -3.283 -0.082 0.187
H 1.551 -2.486 1.248 0.364
H -3.829 -1.892 0.507 0.249
H -3.854 -2.156 -1.152 0.329
H -4.300 -0.659 -0.874 0.297

Entry 4:
25
Properties=species:S:1:pos:R:3:mulliken_charge:R:1 method="wB97M-V/def2-TZVPD" e_above_lowest_kj_mol=0.0 e_tot_ev=-18618.283 orbital_gap_ev="5.2 / 7.2" multiplicity=3 homo_energy_ev="-4.73 / -9.87"
C 0.136 -1.182 0.878 0.141
C 0.468 -1.212 -1.508 0.518
C -0.952 0.311 0.653 1.156
C -0.418 1.021 -0.645 0.347
C -0.989 1.249 1.834 -1.706
C 0.845 1.913 -0.475 -1.352
C 1.471 -2.877 0.067 -1.179
N -0.094 -0.023 -1.613 -0.204
N 0.702 -1.718 -0.227 0.080
O 0.312 -1.495 2.023 -0.477
O 0.914 -1.830 -2.461 -0.719
O -2.233 -0.109 0.511 -0.503
O -1.445 1.895 -1.128 -0.569
H -1.897 1.869 2.060 0.324
H -0.111 1.815 1.878 0.392
H -0.991 0.665 2.673 0.534
H 0.738 2.957 -0.725 0.380
H 1.644 1.394 -0.953 0.383
H 1.109 2.012 0.623 0.224
H 2.227 -2.675 0.827 0.322
H 0.795 -3.722 0.334 0.339
H 1.760 -3.158 -0.954 0.420
H 0.036 0.426 -2.566 0.305
H -2.468 -0.244 -0.472 0.444
H -1.558 2.720 -0.635 0.399